Computed, not measured: a molecular structure, C6H12F6NO6S2Sn in a non-equilibrium geometry, with ωB97M-V/def2-TZVPD.

Summary:
ΔE to the lowest compared entry with this formula, charge and spin: 162.1 kJ/mol
Net charge: +1
Gap between HOMO and LUMO: 5.35 eV
LUMO energy: -7.9 eV

Positions of all 34 atoms, in Å:
Sn  0.658080  0.323991  1.015554
C  1.995540  -3.520619  -1.406576
F  2.516300  -4.769889  -1.373606
F  2.822400  -2.537429  -1.005206
F  1.713430  -3.191479  -2.642546
S  0.420050  -3.369299  -0.300586
O  -0.427160  -4.567589  -0.477516
O  0.957930  -3.332729  1.051054
N  -0.263590  -1.864759  -0.733486
S  -1.516460  -2.331529  -1.452286
O  -1.192810  -3.107059  -2.662296
O  -2.529730  -2.843589  -0.494326
C  -2.055110  -0.560799  -2.058936
F  -3.352820  -0.722939  -2.435796
F  -1.924770  0.458441  -1.083896
F  -1.424570  -0.229269  -3.196466
C  -1.496390  1.418141  5.496224
C  -1.396120  2.423301  4.329704
O  -0.662070  1.781901  3.283714
H  -2.382270  1.384521  6.130394
H  -0.708220  1.585101  6.230404
H  -1.535950  0.406361  5.092694
H  -0.941260  3.370121  4.620784
H  -2.357320  2.667741  3.877534
H  -0.473540  2.436031  2.606824
C  2.216090  2.712551  -2.909246
C  1.145880  1.980351  -2.075536
O  1.632800  0.676801  -1.771016
H  3.217590  2.691881  -2.479496
H  1.940370  3.750631  -3.094886
H  2.401240  2.179181  -3.841626
H  0.143940  1.967781  -2.504546
H  1.129230  2.504491  -1.119976
H  1.729300  0.229641  -2.615026

Atoms 1-6, force components in eV/Å:
-0.77 -1.95 -1.73
-0.58 -0.02 -0.31
-0.56 2.10 0.50
0.45 -0.80 0.80
-0.47 -0.48 -0.76
0.26 -4.22 2.01

Computed, not measured: a molecular structure, CH4INS in a non-equilibrium geometry, with ωB97M-V/def2-TZVPD.

Summary:
ΔE to the lowest compared entry with this formula, charge and spin: 284.7 kJ/mol
Multiplicity: 3
Gap between HOMO and LUMO (alpha / beta): 6.43 / 7.68 eV
LUMO energy (alpha / beta): -0.5 / -1.9 eV

Positions of all 8 atoms, in Å:
C  0.954718  -1.269977  0.173505
N  -1.082864  0.236783  0.193806
S  -0.664172  -1.257785  -0.056871
I  -3.053597  0.687908  -0.003438
H  1.461714  -2.202545  0.023669
H  0.206179  1.869668  -0.163523
H  1.489019  -0.377697  0.425635
H  0.689002  2.313644  -0.592784

Atoms 1-6, force components in eV/Å:
2.82 0.70 0.56
-0.52 3.05 0.79
-3.39 -3.71 -1.28
0.56 -0.36 -0.01
0.10 -0.22 -0.03
0.89 0.84 -0.78

Computed, not measured: 2 unconnected molecules or ions with the total composition C20H24F9N3O3SSi in a non-equilibrium geometry, with ωB97M-V/def2-TZVPD.

Summary:
Net charge: +2
Gap between HOMO and LUMO: 4.66 eV
LUMO energy: -7.7 eV

Positions of all 61 atoms, in Å:
C  0.471610  6.128541  -0.178989
Si  -0.308346  5.909195  1.493732
C  0.990673  6.042584  2.793288
C  -1.704157  7.105685  1.667500
N  -0.970147  4.142225  1.458483
C  -0.234609  3.198756  0.855741
C  -0.668997  1.900826  0.769870
C  -1.892277  1.556531  1.333273
C  -2.374441  0.152734  1.218931
C  -2.883475  -0.295307  0.001439
C  -3.288210  -1.588109  -0.121866
N  -3.184875  -2.420926  0.928103
S  -3.741116  -4.094921  0.713898
O  -4.122884  -4.558931  1.990390
O  -4.639786  -4.003488  -0.374571
C  -2.245622  -5.095446  0.087590
F  -2.595192  -6.333020  0.417167
F  -2.217850  -4.968049  -1.232669
C  -0.868247  -4.760641  0.751499
F  -1.130306  -4.342547  2.014107
F  -0.160502  -5.890879  0.818989
C  -0.014680  -3.667956  0.031813
F  -0.853725  -2.800421  -0.597757
F  0.645385  -2.971723  0.983075
C  1.050029  -4.164271  -0.989367
F  2.030377  -4.802973  -0.360968
F  0.489712  -4.949461  -1.908894
F  1.532501  -3.058478  -1.571547
C  -2.724068  -2.014977  2.127602
C  -2.306260  -0.728766  2.294934
C  -2.633262  2.535451  1.980871
C  -2.145104  3.815374  2.016764
H  -0.197730  5.766063  -0.959720
H  0.708057  7.176220  -0.342511
H  1.396882  5.558894  -0.268044
H  1.522778  6.983390  2.661057
H  0.600783  6.011549  3.809683
H  1.726675  5.242016  2.707435
H  -2.266644  7.183536  0.738817
H  -1.252603  8.073503  1.883788
H  -2.411884  6.891410  2.467184
H  0.716288  3.486095  0.434450
H  -0.058832  1.163364  0.271162
H  -2.957606  0.376930  -0.839529
H  -3.698298  -1.975999  -1.042067
H  -2.697887  -2.750711  2.915323
H  -1.929066  -0.411183  3.255000
H  -3.579173  2.309597  2.448754
H  -2.682972  4.617072  2.499680
C  5.764122  -1.337086  -4.028653
O  5.235994  -0.285273  -4.328577
N  5.075672  -2.451344  -3.702430
C  5.724156  -3.690708  -3.325759
C  3.628595  -2.371164  -3.740288
H  6.857401  -1.467183  -3.985832
H  5.453597  -4.494078  -4.013382
H  5.437464  -3.985984  -2.313583
H  6.803243  -3.559714  -3.354930
H  3.293738  -2.113177  -4.745585
H  3.277962  -1.592857  -3.060277
H  3.207138  -3.329789  -3.453599

Atoms 1-6, force components in eV/Å:
-0.16 -0.84 0.17
0.69 1.26 -0.50
-0.18 -0.59 0.34
-0.33 -0.57 0.16
0.01 0.10 0.11
0.11 -0.07 -0.05

Computed, not measured: 2 unconnected molecules or ions with the total composition H3N3O3 in a non-equilibrium geometry, with ωB97M-V/def2-TZVPD.

Summary:
ΔE to the lowest compared entry with this formula, charge and spin: 472.5 kJ/mol
Gap between HOMO and LUMO (alpha / beta): 9.44 / 6.84 eV
LUMO energy (alpha / beta): 0.4 / -0.9 eV

Positions of all 9 atoms, in Å:
N  -1.073006  0.860217  0.100429
N  -0.658525  -0.273842  0.592999
N  1.607029  0.042569  0.018209
O  1.556807  1.205970  -0.316567
O  2.467980  -0.779686  -0.103233
O  -1.133065  -1.353884  -0.097146
H  -1.591130  0.829141  -0.776727
H  -0.372037  1.596203  0.203506
H  -0.804049  -2.126688  0.378530

Atoms 1-6, force components in eV/Å:
-0.83 -0.22 -0.70
1.29 -0.83 1.22
-1.31 -0.23 0.11
0.91 -0.20 -0.12
0.19 0.56 -0.11
-0.52 0.91 -0.62

Computed, not measured: 5 unconnected molecules or ions with the total composition C2H14O4 in a non-equilibrium geometry, with ωB97M-V/def2-TZVPD.

Summary:
ΔE to the lowest compared entry with this formula, charge and spin: 33.3 kJ/mol
SMILES: CC.O.O.O.O
Gap between HOMO and LUMO: 11.62 eV
LUMO energy: 0.6 eV

Positions of all 20 atoms, in Å:
C  1.889782  -1.052577  -1.273499
C  0.589589  -0.344892  -1.582022
H  2.765458  -0.473129  -0.997880
H  2.200690  -1.620343  -2.159272
H  1.762165  -1.836552  -0.524628
H  0.717865  0.718102  -1.791770
H  0.057391  -0.687323  -2.474388
H  -0.145704  -0.440406  -0.789530
O  -0.968675  -1.337163  1.443168
H  -0.371254  -0.688908  1.879057
H  -0.758778  -2.117484  1.960110
O  -0.620996  2.130871  0.059669
H  -0.426013  2.906836  0.590441
H  -1.523376  1.745721  0.139442
O  0.715521  0.797985  1.882445
H  0.197161  1.415284  1.280134
H  1.611430  1.138620  1.852990
O  -2.624946  0.308881  0.169635
H  -2.163594  -0.251459  0.843236
H  -2.903718  -0.312062  -0.507337

Atoms 1-6, force components in eV/Å:
0.23 -1.45 -0.74
-0.64 0.85 -0.24
-0.26 0.49 0.17
0.14 0.14 0.01
-0.08 0.19 0.21
0.11 0.04 0.30

Computed, not measured: 2 unconnected molecules or ions with the total composition C5H6O2 in a non-equilibrium geometry, with ωB97M-V/def2-TZVPD.

Summary:
ΔE to the lowest compared entry with this formula, charge and spin: 220.2 kJ/mol
SMILES: C=CC=C.O=C=O
Gap between HOMO and LUMO: 9.02 eV
LUMO energy: -0.2 eV

Positions of all 13 atoms, in Å:
C  0.112411  1.416928  0.853184
C  -0.390110  0.777295  -0.207965
C  -1.222358  -0.497776  -0.010445
C  -2.374284  -0.635603  -0.704249
H  0.434080  2.442389  0.762451
H  0.080870  0.994710  1.845685
H  -0.799191  1.393427  -1.000084
H  -1.359650  -0.726220  1.043679
H  -3.257031  -1.162112  -0.375314
H  -2.628801  -0.078417  -1.593505
O  4.553700  -0.488050  -0.467041
C  3.631610  -1.180567  -0.170561
O  3.218754  -2.256004  0.024166

Atoms 1-6, force components in eV/Å:
-0.07 -0.19 -0.58
-2.05 -0.87 1.10
-1.67 2.57 0.17
0.56 0.28 0.04
0.05 0.13 0.03
0.46 -0.30 0.08

| no. | molecular weight (g/mol) |
| --- | --- |
| 1 | 491.00 |
| 2 | 189.02 |
| 3 | 585.57 |
| 4 | 93.04 |
| 5 | 102.13 |
| 6 | 98.10 |